Below is C11H11N2O2 in the gas phase, with properties calculated with ωB97M-V with the def2-TZVPD basis set.

Bonds (Å) are listed after each position.
Positions of all 26 atoms, in Å:
1 C 1.1268 -0.7810 1.4470  H19 1.101, H20 1.106, C21 1.548, C23 1.480
2 O 3.3206 0.6207 -1.0654  H12 0.970, C25 1.374
3 H 0.9138 -2.0419 -0.8255  N11 1.022
4 C -3.1763 -1.4706 -0.1188  C15 1.408, H22 1.092, C24 1.400
5 H -1.3908 -2.3670 0.7749  C24 1.092
6 H 2.8815 -1.8131 0.7409  C21 1.110
7 C 0.1537 1.5614 0.8070  H13 1.092, C23 1.428, N26 1.365
8 C -1.8762 1.0095 0.1096  C16 1.394, C17 1.463, N26 1.382
9 H 2.2870 -1.6542 -1.5721  N11 1.019
10 O 3.6685 0.6729 1.2519  C25 1.237
11 N 1.5945 -1.2858 -0.9220  H3 1.022, H9 1.019, C21 1.455
12 H 2.8957 0.1875 -1.8215  O2 0.970
13 H 1.0249 2.1591 1.0822  C7 1.092
14 H -4.8017 -0.3205 -0.9668  C15 1.091
15 C -3.7945 -0.2809 -0.5502  C4 1.408, H14 1.091, C16 1.399
16 C -3.1545 0.9586 -0.4452  C8 1.394, C15 1.399, H18 1.089
17 C -1.2439 -0.2277 0.5668  C8 1.463, C23 1.431, C24 1.395
18 H -3.5956 1.8980 -0.7754  C16 1.089
19 H 1.6317 -0.3854 2.3416  C1 1.101
20 H 0.6476 -1.7456 1.6990  C1 1.106
21 C 2.2116 -1.0114 0.3672  C1 1.548, H6 1.110, N11 1.455, C25 1.541
22 H -3.7077 -2.4181 -0.2295  C4 1.092
23 C 0.0630 0.1506 1.0113  C1 1.480, C7 1.428, C17 1.431
24 C -1.8925 -1.4564 0.4406  C4 1.400, H5 1.092, C17 1.395
25 C 3.1502 0.2027 0.2319  O2 1.374, O10 1.237, C21 1.541
26 N -0.9949 2.0629 0.2651  C7 1.365, C8 1.382

Output
Molar mass, g/mol: 203.2
Orbital gap (alpha / beta), eV: 8.7 / 6.5
Expectation value of S²: 0.77
Energy relative to the best compared isomer or geometry (same formula, charge and spin), kJ/mol: 13.6
E, eV: -18659.36520
2S+1: 2